Entry 1:
{
  "formula": "C4H6NO2P",
  "method": "ωB97M-V/def2-TZVPD",
  "de_lowest_kj_mol": 439.3,
  "orbital_gap_ev": [8.377, 7.221],
  "homo_ev": [-9.28, -7.97],
  "total_energy_ha": -702.46908,
  "multiplicity": 1,
  "symbols": ["C", "C", "C", "C", "N", "O", "O", "P", "H", "H", "H", "H", "H", "H"],
  "xyz": [[0.709, 1.183, 1.126], [0.191, 1.505, -0.192], [0.072, 0.473, 2.025], [-1.078, 1.087, -0.527], [0.109, -2.476, -0.685], [-3.491, -0.020, 0.596], [-1.112, -0.044, 1.831], [-2.041, -0.107, 0.434], [1.770, 1.423, 1.187], [0.713, 2.215, -0.814], [0.457, 0.198, 3.099], [-1.566, 1.492, -1.326], [-0.322, -3.496, -0.462], [0.782, -2.226, -0.037]],
  "forces_ev_per_angstrom": [[2.630, 0.747, -2.302], [-2.866, -0.922, 0.964], [1.158, -0.964, 3.170], [1.618, -0.199, 2.163], [-3.493, -2.990, -1.938], [-0.524, 0.409, 0.234], [-2.557, -0.792, -0.136], [2.515, -0.079, -0.252], [-0.326, 0.124, 0.925], [0.122, -0.039, -0.122], [-0.502, 0.779, -2.299], [-1.093, 0.743, -2.407], [1.546, 3.014, -0.189], [1.772, 0.168, 2.190]],
  "lowdin_charge": [-0.125, -0.103, -0.239, -0.166, 0.055, -0.343, -0.210, 0.778, 0.107, 0.103, 0.167, 0.030, 0.043, -0.099]
}

---

Entry 2:
{
  "formula": "C32H43NO5",
  "method": "ωB97M-V/def2-TZVPD",
  "de_lowest_kj_mol": 0.0,
  "orbital_gap_ev": 8.300,
  "homo_ev": -7.90,
  "total_energy_ha": -1676.11680,
  "multiplicity": 1,
  "symbols": ["C", "C", "C", "C", "H", "H", "C", "C", "C", "C", "O", "O", "C", "C", "C", "C", "C", "C", "O", "C", "H", "H", "H", "H", "O", "C", "H", "H", "H", "C", "C", "C", "C", "C", "C", "C", "H", "H", "O", "C", "H", "H", "H", "H", "H", "C", "H", "H", "C", "N", "C", "C", "C", "H", "H", "H", "C", "C", "C", "H", "H", "H", "H", "H", "H", "H", "H", "H", "H", "H", "H", "H", "H", "H", "H", "H", "H", "H", "H", "H", "H"],
  "xyz": [[1.636, 7.961, -3.416], [1.170, 6.774, -2.582], [2.119, 5.585, -2.705], [1.652, 4.392, -1.876], [1.595, 4.675, -0.823], [0.652, 4.099, -2.197], [2.604, 3.198, -2.022], [2.104, 2.026, -1.235], [2.638, 1.807, -0.008], [2.205, 0.746, 0.862], [2.625, 0.515, 1.972], [1.215, -0.059, 0.375], [0.663, 0.098, -0.845], [-0.316, -0.839, -1.180], [-0.928, -0.727, -2.428], [-0.565, 0.300, -3.298], [0.408, 1.224, -2.961], [1.059, 1.146, -1.705], [0.772, 2.225, -3.803], [0.134, 2.359, -5.049], [0.587, 3.235, -5.512], [0.305, 1.487, -5.689], [-0.941, 2.528, -4.938], [-1.049, 0.371, -4.256], [-1.871, -1.657, -2.732], [-2.517, -1.607, -3.981], [-1.810, -1.723, -4.808], [-3.209, -2.447, -3.983], [-3.082, -0.678, -4.107], [-0.680, -1.976, -0.246], [0.536, -2.867, -0.087], [1.368, -2.862, 1.020], [2.489, -3.675, 1.081], [2.803, -4.514, 0.022], [1.971, -4.526, -1.098], [0.859, -3.714, -1.144], [0.224, -3.734, -2.019], [2.220, -5.183, -1.917], [3.881, -5.352, -0.027], [4.758, -5.373, 1.072], [5.214, -4.392, 1.243], [5.535, -6.092, 0.816], [4.251, -5.700, 1.986], [3.109, -3.632, 1.963], [1.170, -2.213, 1.856], [-1.292, -1.465, 1.063], [-2.081, -0.751, 0.815], [-0.543, -0.945, 1.654], [-1.888, -2.627, 1.875], [-2.339, -2.309, 3.212], [-3.410, -1.335, 3.270], [-4.061, -1.363, 4.655], [-5.227, -0.383, 4.728], [-5.688, -0.412, 5.714], [-5.984, -0.631, 3.987], [-4.883, 0.632, 4.541], [-2.999, -1.049, 5.708], [-1.834, -2.022, 5.567], [-1.282, -1.973, 4.144], [-0.478, -2.704, 4.031], [-0.864, -0.967, 3.959], [-2.181, -3.036, 5.774], [-1.042, -1.775, 6.276], [-3.430, -1.117, 6.709], [-2.640, -0.027, 5.564], [-4.433, -2.378, 4.829], [-4.151, -1.594, 2.509], [-3.052, -0.309, 3.066], [-1.140, -3.420, 1.965], [-2.745, -3.039, 1.331], [-1.450, -2.563, -0.757], [3.422, 2.437, 0.381], [3.586, 3.485, -1.642], [2.702, 2.940, -3.074], [2.190, 5.287, -3.753], [3.118, 5.886, -2.378], [0.171, 6.472, -2.906], [1.100, 7.073, -1.534], [2.622, 8.289, -3.094], [0.947, 8.795, -3.315], [1.695, 7.689, -4.468]],
  "forces_ev_per_angstrom": [[-0.175, -0.104, 0.165], [0.293, 0.008, -0.197], [-0.418, -0.004, 0.284], [0.297, 0.027, -0.239], [-0.049, -0.011, 0.044], [-0.071, 0.005, 0.054], [-0.101, 0.175, 0.050], [0.468, -0.021, 0.478], [-0.119, 0.122, -0.445], [0.363, 0.125, 0.576], [-0.194, -0.015, -0.358], [-0.076, -0.104, 0.072], [-0.447, 0.202, -0.951], [-0.203, -0.124, -0.028], [0.377, 0.250, 0.376], [-0.194, 0.051, -0.441], [-0.028, -0.263, 0.342], [-0.231, -0.233, -0.046], [0.089, -0.120, 0.321], [-0.127, 0.034, -0.247], [-0.056, -0.066, -0.014], [-0.019, 0.021, 0.052], [0.041, -0.032, 0.013], [-0.036, 0.023, -0.094], [0.224, 0.079, 0.273], [-0.138, 0.000, -0.248], [-0.021, 0.024, 0.043], [0.037, 0.077, -0.048], [0.046, -0.030, 0.008], [0.008, 0.270, 0.106], [-0.047, -0.196, 0.090], [-0.178, -0.070, -0.180], [0.335, -0.216, 0.066], [-0.094, 0.024, -0.090], [0.195, -0.092, 0.050], [0.108, -0.047, 0.142], [-0.087, -0.005, -0.115], [0.026, -0.082, -0.097], [-0.270, 0.074, -0.221], [0.127, 0.002, 0.168], [-0.026, -0.034, 0.008], [-0.031, 0.061, 0.067], [0.020, 0.030, -0.027], [0.086, -0.020, 0.068], [-0.052, 0.115, 0.106], [-0.142, -0.387, 0.096], [0.033, 0.062, 0.019], [-0.025, 0.086, 0.024], [0.100, 0.152, -0.147], [-0.017, 0.031, 0.015], [-0.189, -0.269, 0.227], [-0.036, 0.425, -0.055], [0.193, -0.242, -0.025], [-0.086, 0.046, 0.092], [-0.136, 0.026, -0.071], [0.008, 0.152, -0.012], [-0.066, -0.397, -0.068], [0.154, 0.254, -0.062], [-0.034, -0.215, 0.236], [0.046, 0.053, -0.035], [0.054, -0.027, -0.026], [0.045, -0.059, 0.025], [0.031, -0.039, 0.038], [-0.023, 0.079, 0.033], [-0.010, 0.112, 0.012], [0.030, -0.008, -0.043], [-0.015, 0.058, -0.045], [-0.039, 0.027, -0.030], [-0.066, -0.028, -0.055], [0.067, -0.053, -0.055], [0.118, 0.044, 0.097], [0.064, 0.038, 0.022], [0.008, -0.043, 0.010], [0.105, 0.050, 0.067], [0.081, -0.009, -0.093], [0.101, 0.004, -0.054], [-0.061, -0.025, 0.073], [-0.080, -0.036, 0.046], [0.113, 0.075, -0.008], [-0.008, 0.134, -0.054], [0.029, 0.020, -0.129]],
  "lowdin_charge": [-0.119, -0.276, -0.228, -0.193, 0.124, 0.112, -0.145, -0.127, 0.065, -0.439, 0.107, 0.111, -0.102, -0.031, -0.197, 0.051, -0.187, -0.005, -0.108, -0.064, 0.097, 0.101, 0.101, 0.089, -0.077, -0.072, 0.099, 0.097, 0.099, -0.203, -0.185, -0.025, -0.002, -0.277, 0.001, -0.017, 0.118, 0.115, -0.089, -0.096, 0.095, 0.091, 0.094, 0.105, 0.109, -0.124, 0.125, 0.100, -0.182, -0.172, -0.181, -0.374, -0.077, 0.074, 0.073, 0.078, -0.184, -0.179, -0.202, 0.121, 0.125, 0.114, 0.109, 0.113, 0.119, 0.143, 0.128, 0.131, 0.119, 0.125, 0.142, 0.128, 0.122, 0.116, 0.114, 0.118, 0.107, 0.109, 0.070, 0.066, 0.069]
}